Here is the ion C8H10NS2 with charge +1 in a non-equilibrium geometry from the OMol25 dataset. Energies are from ωB97M-V/def2-TZVPD.

Last columns: bonded neighbours and bond lengths (Å).
Cartesian coordinates (Å):
1 C 0.77752 -2.18923 0.48939  C2 1.429, C3 1.399, H12 1.055
2 C 1.57978 -2.00351 1.65724  C1 1.429, C4 1.469, H13 1.132
3 C 0.46154 -1.05189 -0.26150  C1 1.399, C5 1.371, H14 1.143
4 C 1.88905 -0.59025 1.91077  C2 1.469, C6 1.349, H15 1.022
5 C 0.95506 0.22351 -0.16054  C3 1.371, C6 1.381, C7 1.474
6 C 1.56472 0.40857 1.06418  C4 1.349, C5 1.381
7 C 0.67539 1.06654 -1.33643  C5 1.474, N9 1.589, H16 1.126, H17 1.065
8 C -1.81199 1.22975 -0.57270  N9 1.411, S10 1.831, S11 1.820
9 N -0.69565 1.85284 -1.16954  C7 1.589, C8 1.411, H18 1.124, H19 1.076
10 S -2.66591 -0.19143 -1.34853  C8 1.831, H20 1.397
11 S -1.60986 1.39731 1.22870  C8 1.820, H21 1.356
12 H 0.37270 -3.15162 0.33512  C1 1.055
13 H 1.80994 -2.83631 2.38813  C2 1.132
14 H -0.03497 -1.36075 -1.24338  C3 1.143
15 H 2.55367 -0.49262 2.68070  C4 1.022
16 H 1.43771 1.88814 -1.44722  C7 1.126
17 H 0.62013 0.47661 -2.22121  C7 1.065
18 H -0.47525 2.78920 -0.58724  N9 1.124
19 H -0.90750 1.95192 -2.21993  N9 1.076
20 H -3.88863 0.05309 -0.71853  S10 1.397
21 H -2.60745 0.53011 1.53254  S11 1.356

Values from the calculation:
Relative energy (zero: lowest compared OMol25 entry of this formula, charge and spin): 456.0 kJ/mol
Total charge: +1
E_HOMO (spin up / spin down): -12.688 / -11.947 eV
Electronic energy: -31606.2249 eV
Orbital gap (spin up / spin down): 7.8 / 7.8 eV